# 1
{"formula": "C34H35AsO3PPtSSiTe", "method": "ωB97M-V/def2-TZVPD", "symbols": ["C", "H", "O", "C", "C", "H", "C", "C", "C", "Si", "H", "C", "H", "H", "H", "H", "C", "P", "H", "C", "O", "C", "H", "H", "H", "C", "C", "C", "C", "H", "H", "C", "H", "H", "H", "H", "H", "H", "C", "C", "S", "C", "As", "H", "H", "C", "C", "C", "H", "O", "H", "Te", "H", "C", "H", "C", "H", "C", "H", "H", "H", "H", "C", "C", "C", "H", "H", "C", "C", "Pt", "H", "C", "H", "C", "H", "C", "C", "C"], "xyz": [[-0.7756, 4.3990, 1.8176], [-4.2164, -0.9718, 1.2605], [3.9552, 1.7378, 1.2214], [0.2783, -6.4522, -1.1441], [6.1526, 0.7722, 1.1793], [-1.8443, -0.6229, 1.7545], [-1.4410, 2.0725, 1.7128], [-1.1438, 4.4607, 3.1545], [0.1969, -2.7062, -5.2364], [-1.7044, 0.4711, 0.7342], [-6.1036, -3.7433, -0.7285], [-4.1759, -3.7812, 0.2165], [-3.0753, 2.2853, -1.2682], [-0.5904, 3.1650, 0.0756], [-2.1972, 1.2727, 3.5578], [-6.5530, -0.7135, 0.5437], [-1.6553, 3.3306, 3.7776], [2.6191, 1.4568, 0.3780], [3.3065, -5.3414, -0.1164], [-4.4702, -0.1959, 0.5470], [2.1714, 2.8953, -0.1929], [0.2897, -4.0458, -0.9764], [0.1357, -3.9437, -3.4946], [-5.2991, -2.4879, -2.7019], [2.1345, -3.1723, -0.3197], [-5.7926, -0.0523, 0.1443], [-3.2717, -2.4028, -2.0185], [-3.4629, 0.6263, 0.0465], [-0.9210, 3.2161, 1.1077], [-4.5245, -4.3165, 1.0917], [2.2688, 5.0352, -2.7395], [-2.3758, -2.7359, -1.0072], [-1.4061, -5.2057, -1.5976], [5.6218, 2.8377, 0.7984], [-0.3574, 5.2724, 1.3303], [5.1447, 1.6969, -0.4780], [3.6906, 4.1093, -0.8918], [-1.0221, 5.3823, 3.7117], [2.8216, 3.5594, -1.2700], [-1.8022, 2.1518, 3.0583], [-0.9182, 0.7925, -2.5068], [1.6034, -6.4952, -0.7311], [-0.4954, -2.2467, -1.0841], [0.9811, 3.8944, -2.3017], [-2.9230, -1.8593, -2.8887], [0.0177, -2.9384, -3.8802], [-0.3052, -1.9090, -3.0002], [-2.8433, -3.4100, 0.1193], [5.7530, -0.2165, 0.9542], [1.5414, 0.9418, 1.2659], [0.4577, -3.5207, -5.9007], [2.8877, -0.0617, -1.4507], [-7.1612, 1.0430, -1.0960], [2.2730, -5.3150, -0.4393], [3.1636, 2.8156, -1.9972], [1.6167, -4.0976, -0.5543], [-0.2480, -7.3711, -1.3733], [-5.0603, -3.4614, -0.8052], [2.1118, -7.4469, -0.6355], [7.1499, 0.8564, 0.7436], [6.2280, 0.8849, 2.2614], [-0.3683, 0.6319, -5.2427], [-0.3732, -5.2334, -1.2698], [-0.4581, -0.5956, -3.4970], [-3.8293, 1.6179, -0.8670], [-5.4013, 2.5396, -1.9931], [-2.1548, -3.6548, 0.9213], [-0.2719, -0.3788, -4.8657], [5.2392, 1.8331, 0.6038], [0.1740, 0.1339, -0.5244], [0.1955, -1.2126, -6.7796], [-6.1325, 0.9281, -0.7743], [1.4277, 5.1981, -1.1844], [-5.1446, 1.7664, -1.2783], [-1.9354, 3.3667, 4.8243], [0.0479, -1.4164, -5.7252], [-4.6075, -2.7630, -1.9151], [1.8127, 4.4847, -1.9151]], "gap_ha": 0.229, "spin_multiplicity": 1, "de_lowest_kcal_mol": 0.1, "homo_energy_ev": -3.791, "charge": -1}

=====

# 2
{"formula": "C5H13N3O", "method": "ωB97M-V/def2-TZVPD", "symbols": ["H", "H", "N", "H", "N", "C", "C", "H", "H", "H", "H", "H", "H", "H", "N", "H", "H", "C", "O", "C", "C", "H"], "xyz": [[2.2768, -0.2666, 1.6424], [3.3269, 1.7013, 0.3597], [-1.1388, 1.1576, 0.1777], [-0.9062, -0.5763, 1.3373], [-1.8531, 1.8347, -0.5349], [2.1732, -0.1069, 0.5696], [-2.8241, -0.6931, 0.5884], [0.0891, 0.0500, -1.6642], [2.9574, -0.6768, 0.0703], [1.6247, -0.7688, -1.9431], [-3.2979, -0.6217, -0.3956], [1.6935, 1.9740, 0.8793], [0.1145, -1.7097, -1.8547], [-3.4306, -0.0904, 1.2704], [-1.4507, -0.2103, 0.5642], [2.0294, 1.5679, -0.8252], [-2.8344, 1.5468, -0.6827], [0.8113, -0.9673, 0.0370], [0.5060, -1.9221, 0.7260], [0.6611, -0.8571, -1.4516], [2.3002, 1.3642, 0.2121], [-2.8284, -1.7294, 0.9178]], "gap_ha": 0.368, "smiles": "[H]/N=N\\NC.CCC(C)=O", "spin_multiplicity": 1, "de_lowest_kcal_mol": 98.1, "homo_energy_ev": -9.108}

=====

# 3
{"formula": "CsH4O2", "method": "ωB97M-V/def2-TZVPD", "symbols": ["Cs", "H", "H", "H", "O", "H", "O"], "xyz": [[1.6906, 2.0565, 0.4677], [-3.7102, 3.3525, -2.2441], [3.6547, -3.2687, 1.6432], [-3.6518, 1.8605, -1.9946], [-3.1081, 2.6482, -2.0041], [2.2245, -3.6476, 1.9638], [2.9003, -3.0013, 2.1682]], "gap_ha": 0.377, "spin_multiplicity": 1, "de_lowest_kcal_mol": 17.6, "homo_energy_ev": -14.190, "charge": 1}

=====

# 4
{"formula": "C23H29N3O7", "method": "ωB97M-V/def2-TZVPD", "symbols": ["C", "C", "C", "H", "H", "N", "N", "H", "C", "C", "O", "O", "H", "C", "H", "C", "C", "C", "N", "H", "H", "C", "H", "H", "O", "H", "H", "H", "H", "C", "C", "H", "H", "H", "C", "H", "H", "C", "C", "H", "C", "H", "O", "H", "C", "O", "C", "C", "C", "H", "H", "H", "H", "C", "H", "C", "O", "C", "H", "H", "O", "H"], "xyz": [[7.2326, -1.1545, -0.2135], [8.7554, 0.4358, -1.4462], [5.8070, -1.6756, -0.0622], [-1.0664, -2.8614, 0.3040], [5.4450, -2.0694, -1.0224], [-1.8937, 0.4141, -1.5738], [-2.7914, 2.0994, -0.2214], [7.5374, -0.7044, 0.7324], [1.6528, -2.1042, 0.6211], [-0.7619, -0.0869, -2.3346], [-3.3233, -0.9617, 1.7386], [-6.1807, -0.3171, 0.3418], [5.7771, -2.4827, 0.6834], [7.3405, -0.1147, -1.3264], [7.8926, -1.9988, -0.4224], [-0.5031, -1.0356, 1.2609], [-5.1324, -0.7239, -0.1429], [-4.0942, 0.1468, -0.6648], [-4.9820, 1.9821, 0.5613], [8.8127, 1.1699, -2.2462], [3.8818, 3.3403, 1.7426], [-3.0739, -0.3512, -1.5570], [-5.7684, 1.3397, 0.7128], [1.5118, 2.7495, -0.1222], [4.9977, -0.5964, 0.3577], [3.5569, -2.8858, 0.0879], [9.0575, 0.9157, -0.5182], [-0.9279, -0.1741, 1.7645], [0.0450, -0.3700, -1.6575], [-1.3600, -1.9892, 0.8640], [-2.6190, 3.3906, 0.4148], [7.0448, -0.5693, -2.2751], [9.4607, -0.3640, -1.6632], [-5.4754, -2.6618, 0.6623], [3.0135, -2.0058, 0.3928], [1.9952, 4.3314, 0.5013], [6.6452, 0.6974, -1.1107], [-3.9662, 1.4163, -0.0979], [3.0562, 2.7024, 1.4123], [-4.8103, 2.7102, 1.2333], [-4.8365, -2.2191, -0.1107], [2.3643, 2.5747, 2.2543], [3.6837, 1.4766, 1.0908], [-2.6708, 3.3008, 1.5020], [3.6759, -0.7970, 0.5515], [-0.6095, 2.1245, -0.8474], [2.9418, 0.3488, 0.9546], [1.5893, 0.2296, 1.1955], [2.3541, 3.3448, 0.2197], [3.0572, 3.4499, -0.6026], [1.0091, 1.0880, 1.4932], [1.1653, -3.0575, 0.4964], [-3.3747, 4.0907, 0.0577], [0.9210, -0.9935, 1.0296], [-1.6289, 3.7518, 0.1397], [-1.6846, 1.5635, -0.8768], [-3.1740, -1.3186, -2.2817], [-2.7990, -1.7760, 1.0074], [-1.1073, -0.9522, -2.8951], [-0.4027, 0.6889, -3.0094], [-3.4747, -2.5346, 0.1297], [-5.0639, -2.6608, -1.0844]], "gap_ha": 0.294, "smiles": "CCCCOc1ccc(/C=C/C(=O)OCC(=O)c2c(N)n(C)c(=O)n(C)c2=O)cc1OCC", "spin_multiplicity": 1, "de_lowest_kcal_mol": 24.0, "homo_energy_ev": -7.929}

=====

# 5
{"formula": "C9H15MgO5", "method": "ωB97M-V/def2-TZVPD", "symbols": ["H", "H", "O", "C", "C", "C", "C", "O", "H", "H", "Mg", "H", "H", "H", "O", "C", "H", "H", "O", "H", "H", "C", "C", "H", "C", "O", "H", "H", "C", "H"], "xyz": [[2.3529, 2.4258, -0.7655], [-3.2477, 1.9635, 1.2687], [1.4897, -0.0669, 1.2656], [-2.3450, 0.2351, -1.3280], [-2.2088, -1.1822, -1.8003], [-2.4766, 1.4462, 0.6862], [1.0257, 0.9971, -2.4774], [-1.0298, -1.7725, -1.3220], [0.3179, -2.1030, 3.6401], [-0.9172, 2.0422, 1.8191], [-0.1482, -0.5942, -0.0636], [-2.1522, -1.1398, -2.9102], [1.4996, 0.1200, 3.3495], [0.5461, 2.1846, 0.2882], [1.3203, 0.6239, -1.1413], [2.4426, 0.9109, 0.8558], [1.9593, 1.2682, -2.9885], [0.3502, 1.8654, -2.4837], [-0.4143, -1.7052, 1.7997], [-3.1242, -1.7576, -1.5403], [2.5184, -1.1763, 2.6450], [1.7655, 1.6412, -0.2771], [1.5666, -0.6266, 2.5392], [3.3401, 0.3580, 0.5361], [0.4193, -1.5764, 2.6743], [-3.0608, 0.5380, -0.1699], [-1.9649, 1.1002, -1.8850], [0.4892, 0.1587, -2.9337], [-1.1505, 1.5827, 0.8490], [2.6954, 1.6244, 1.6523]], "gap_ha": [0.223, 0.263], "spin_multiplicity": 2, "s2": 0.7555, "homo_energy_ev": [-6.216, -7.306]}

=====

# 6
{"formula": "C5H3N", "method": "ωB97M-V/def2-TZVPD", "symbols": ["H", "C", "C", "C", "H", "N", "C", "H", "C"], "xyz": [[-2.8654, -1.1761, -0.9223], [0.9444, 1.7291, -0.3131], [0.9760, -0.4393, 0.8593], [0.2243, 0.6154, -0.6039], [2.0971, 1.2375, 1.4964], [-0.0663, -1.2128, 0.7397], [-0.4225, -0.5088, -0.3683], [-2.4993, -0.9820, -1.4497], [1.6116, 0.7369, 0.5619]], "gap_ha": [0.306, 0.307], "spin_multiplicity": 1, "de_lowest_kcal_mol": 189.2, "homo_energy_ev": [-9.569, -9.570]}